Version P
# C5H9N3O

C5H9N3O as an isolated structure (wB97M-V/def2-TZVPD, OMol25).

Values from the calculation:
LUMO energy, eV: 0.790
HOMO-LUMO gap, hartree: 0.354

CARTESIAN COORDINATES (ANGSTROEM)
1 C -0.034 -0.434 1.955
2 C -0.068 -0.580 0.367
3 C -1.475 -0.043 -0.018
4 C -0.326 0.631 -0.494
5 C 1.286 -0.520 -0.260
6 H 0.834 -0.231 2.361
7 H -0.604 -1.365 2.230
8 H -0.703 0.507 2.375
9 H -1.747 0.590 1.011
10 H -2.456 -0.731 -1.631
11 H -3.734 -0.755 -0.386
12 H -0.084 0.249 -1.563
13 H 2.069 1.357 -0.854
14 H 1.412 -2.253 -0.873
15 N -2.708 -0.395 -0.749
16 N 1.489 1.042 -0.156
17 N 2.116 -1.453 -0.724
18 O 0.304 1.744 -0.071

Version Q
# C5H9N3O

One molecule with the formula C5H9N3O (wB97M-V/def2-TZVPD, OMol25).

Values from the calculation:
LUMO energy (alpha / beta), eV: 0.255 / 0.217
HOMO-LUMO gap (alpha / beta), hartree: 0.264 / 0.283

CARTESIAN COORDINATES (ANGSTROEM)
1 C -0.236 1.137 0.810
2 C -1.065 0.065 1.306
3 C 0.940 -1.312 -0.454
4 C -2.222 0.533 2.238
5 C 1.697 0.260 -2.054
6 N 0.533 1.106 -0.261
7 N -1.088 -1.132 0.839
8 N 0.863 -0.047 -0.929
9 O 0.916 -2.279 -1.351
10 H -0.389 2.151 1.157
11 H 1.242 -1.530 0.556
12 H -2.738 1.427 2.011
13 H -1.806 0.646 3.226
14 H -2.901 -0.251 2.275
15 H 2.611 0.670 -1.645
16 H 1.909 -0.579 -2.749
17 H 1.267 1.034 -2.794
18 H 0.466 -1.898 -2.180

Relative energies in hartree: version P 0.1661; version Q 0.0000

Version P
# BeF3H12O6

BeF3H12O6 as an isolated structure (wB97M-V/def2-TZVPD, OMol25).

Values from the calculation:
Total charge: -1
LUMO energy, eV: 2.422
HOMO-LUMO gap, hartree: 0.311

CARTESIAN COORDINATES (ANGSTROEM)
1 Be 1.013 1.430 0.653
2 F 2.408 1.259 1.247
3 F 0.574 0.162 -0.144
4 F -0.045 1.875 1.645
5 O -1.802 0.056 -1.179
6 H -0.867 0.073 -0.952
7 H -1.922 0.423 -2.030
8 O -1.082 -2.582 -1.438
9 H -0.155 -2.777 -1.270
10 H -1.313 -1.749 -1.088
11 O 0.125 -1.970 1.658
12 H 0.541 -1.578 0.909
13 H -0.821 -2.190 1.561
14 O -2.326 0.928 1.360
15 H -1.399 1.334 1.523
16 H -2.235 0.556 0.460
17 O 2.514 -1.625 -0.587
18 H 2.260 -2.508 -0.288
19 H 1.811 -0.964 -0.458
20 O 0.887 2.870 -0.467
21 H 0.203 3.470 -0.781
22 H 1.627 3.502 -0.329

Version Q
# BeF3H12O6

BeF3H12O6 as an isolated structure (wB97M-V/def2-TZVPD, OMol25).

Values from the calculation:
Total charge: -1
LUMO energy, eV: 2.290
HOMO-LUMO gap, hartree: 0.338

CARTESIAN COORDINATES (ANGSTROEM)
1 Be 0.348 -0.029 0.499
2 F 1.067 1.167 1.266
3 F -0.910 0.663 -0.221
4 F 1.410 -0.757 -0.377
5 O 0.207 -2.445 -1.986
6 H 0.442 -3.259 -1.589
7 H 0.651 -1.874 -1.278
8 O -2.607 -0.989 -1.282
9 H -1.968 -0.406 -0.881
10 H -1.979 -1.375 -1.844
11 O 3.700 0.384 0.369
12 H 3.085 0.240 -0.396
13 H 4.257 -0.375 0.421
14 O -0.376 -1.058 1.563
15 H -1.135 -1.658 1.395
16 H 0.360 -1.611 1.869
17 O -0.447 2.786 2.589
18 H -0.012 2.219 1.984
19 H -0.845 2.129 3.101
20 O -1.610 2.242 -2.067
21 H -2.411 2.466 -1.626
22 H -1.226 1.540 -1.509

Relative energies in hartree: version P 0.0000; version Q 0.0052

Version P
# C5H7FO

A 2-piece molecular cluster, C5H7FO overall (wB97M-V/def2-TZVPD, OMol25).

Values from the calculation:
LUMO energy (alpha / beta), eV: -0.175 / -0.875
HOMO-LUMO gap (alpha / beta), hartree: 0.328 / 0.304

CARTESIAN COORDINATES (ANGSTROEM)
1 C -1.545 -1.612 0.807
2 C 0.492 -0.779 -1.140
3 C -2.219 -1.548 1.933
4 C 0.989 0.395 -0.892
5 C 0.459 1.357 0.131
6 O 2.068 0.914 -1.572
7 F -3.212 -2.446 2.222
8 H -1.672 -2.321 0.020
9 H 0.561 -1.660 -1.722
10 H -2.084 -0.843 2.739
11 H -0.249 2.032 -0.347
12 H 1.289 1.940 0.522
13 H -0.045 0.819 0.928
14 H 2.393 0.288 -2.230

Version Q
# C5H7FO

One molecule with the formula C5H7FO (wB97M-V/def2-TZVPD, OMol25).

Values from the calculation:
LUMO energy, eV: 1.004
SMILES: C=CO/C=C\CF
HOMO-LUMO gap, hartree: 0.365

CARTESIAN COORDINATES (ANGSTROEM)
1 C 0.980 -0.395 1.209
2 C -0.171 0.250 0.804
3 C 2.132 -0.701 0.232
4 C -1.228 0.946 -1.090
5 C -2.312 0.188 -0.896
6 O -0.078 0.989 -0.365
7 F 3.005 -1.532 0.900
8 H 0.999 -0.797 2.199
9 H -1.088 0.462 1.239
10 H 1.942 -1.250 -0.646
11 H -1.281 1.862 -1.681
12 H -3.217 0.499 -1.302
13 H 2.634 0.294 -0.089
14 H -2.317 -0.815 -0.516

Version R
# C5H7FO

A 2-piece molecular cluster, C5H7FO overall (wB97M-V/def2-TZVPD, OMol25).

Values from the calculation:
LUMO energy (alpha / beta), eV: -0.037 / -1.164
HOMO-LUMO gap (alpha / beta), hartree: 0.345 / 0.257

CARTESIAN COORDINATES (ANGSTROEM)
1 C 0.281 -1.048 -2.103
2 C -0.208 -0.673 -1.007
3 C -1.161 -2.716 0.688
4 C 0.209 -0.008 1.322
5 C -0.531 0.331 0.009
6 O -0.547 -3.604 1.132
7 F -2.518 -2.739 0.735
8 H 0.757 -0.690 -2.957
9 H 0.340 -2.078 -2.299
10 H -0.109 -0.989 1.508
11 H 1.152 0.160 1.319
12 H -0.202 0.519 2.222
13 H -0.174 1.217 -0.336
14 H -1.523 0.379 0.157

Version S
# C5H7FO

One molecule with the formula C5H7FO (wB97M-V/def2-TZVPD, OMol25).

Values from the calculation:
LUMO energy, eV: 0.925
SMILES: CO/C=C/C=C/F
HOMO-LUMO gap, hartree: 0.355

CARTESIAN COORDINATES (ANGSTROEM)
1 C -2.369 0.591 0.115
2 C -0.642 -0.916 -0.140
3 C 0.300 -0.037 -0.145
4 C 1.680 -0.530 -0.018
5 C 2.665 0.313 -0.090
6 H -2.362 1.150 -0.978
7 H -3.448 0.477 0.449
8 H -1.750 1.079 0.955
9 H -0.316 -1.940 -0.205
10 H 0.099 0.999 -0.128
11 H 1.781 -1.669 0.379
12 H 2.461 1.445 -0.328
13 O -2.049 -0.767 0.019
14 F 3.950 -0.195 0.116

Relative energies in hartree: version P 0.1379; version Q 0.0000; version R 0.1128; version S 0.0137

Version P
# C8H14FN2

An isolated ion of composition C8H14FN2 and charge +1 (wB97M-V/def2-TZVPD, OMol25).

Values from the calculation:
Total charge: +1
LUMO energy (alpha / beta), eV: -5.501 / -5.518
HOMO-LUMO gap (alpha / beta), hartree: 0.280 / 0.264

CARTESIAN COORDINATES (ANGSTROEM)
1 C -0.687 3.414 -0.983
2 C -2.752 2.954 -2.283
3 C -0.373 1.050 -0.490
4 C 1.871 -0.723 -1.577
5 C -1.784 -0.844 1.474
6 C 0.698 -1.136 -0.713
7 C -0.374 -0.398 1.644
8 C 0.329 0.033 0.227
9 N -1.913 3.223 -1.416
10 N -0.041 2.279 -0.455
11 F -4.021 2.905 -2.125
12 H -0.149 4.336 -0.709
13 H -1.334 0.731 -0.917
14 H 2.747 -0.357 -1.171
15 H 2.150 -1.576 -2.183
16 H 1.591 -0.063 -2.458
17 H -1.969 -1.622 2.163
18 H -1.960 -1.335 0.476
19 H -2.595 0.006 1.696
20 H 0.936 -2.079 -0.062
21 H -0.026 -1.389 -1.464
22 H 0.111 -1.213 2.257
23 H -0.369 0.508 2.310
24 H 1.206 0.489 0.523
25 H 0.623 2.580 0.281

Version Q
# C8H14FN2

An isolated ion of composition C8H14FN2 and charge +1 (wB97M-V/def2-TZVPD, OMol25).

Values from the calculation:
Total charge: +1
LUMO energy, eV: -4.960
SMILES: CCC(=[NH2+])[C@H](N)/C=C\C=C\F
HOMO-LUMO gap, hartree: 0.302

CARTESIAN COORDINATES (ANGSTROEM)
1 C -2.031 -1.889 -0.637
2 C -2.126 -1.524 0.752
3 C -1.146 -1.316 -1.458
4 C -1.805 -0.276 1.158
5 C -0.268 -0.156 -1.046
6 C 0.201 -0.248 0.407
7 C 2.016 1.423 0.569
8 C 0.641 0.998 1.112
9 N 0.841 -1.348 0.756
10 N -1.002 1.081 -1.256
11 F -1.733 0.003 2.462
12 H -2.629 -2.721 -0.977
13 H -2.315 -2.301 1.478
14 H -1.056 -1.637 -2.485
15 H 0.666 -0.193 -1.639
16 H 2.376 2.268 1.149
17 H 1.950 1.729 -0.471
18 H 2.743 0.619 0.649
19 H -0.065 1.812 0.964
20 H 0.727 0.806 2.183
21 H 1.328 -1.394 1.640
22 H 0.708 -2.216 0.257
23 H -0.391 1.875 -1.404
24 H -1.930 0.610 0.538
25 H -1.629 1.014 -2.048

Relative energies in hartree: version P 0.1219; version Q 0.0000